Record 1
The following is a DFT calculation (ωB97M-V with the def2-TZVPD basis set) of 2 unconnected molecules or ions with the total composition C2H5O3.

Each line ends with the Löwdin charge.
Positions of all 10 atoms, in Å:
O  -0.114254  0.827177  1.846928  -0.0782
C  -0.848830  1.240589  0.952961  -0.6523
O  -1.847083  0.626489  0.416877  -0.1546
H  -0.596693  2.199388  0.440610  0.1070
H  -0.660430  0.292113  -0.531993  0.0055
C  0.812045  -1.094463  -0.625842  -0.2182
O  0.175384  0.061704  -1.084878  -0.1949
H  0.668870  -1.152955  0.462437  0.0661
H  0.521531  -2.050929  -1.078636  0.0558
H  1.889461  -0.949113  -0.798465  0.0637

Forces on atoms 1 to 2 (eV/Å):
0.086 0.299 0.449
-0.892 -0.397 0.006

Output
total charge: -1
E: -8298.3388 eV



Record 2
The following is a DFT calculation (ωB97M-V with the def2-TZVPD basis set) of 4 unconnected molecules or ions with the total composition C34H66N7O9.

Each line ends with the Löwdin charge.
Positions of all 116 atoms, in Å:
C  -0.768848  -0.711281  -2.208059  -0.0730
C  -0.653757  -0.571682  -3.734994  -0.2042
N  -1.353903  -1.674901  -4.461825  0.0560
C  -2.665058  -1.818089  -3.973106  -0.2138
N  -2.843963  -2.802524  -3.091126  0.2492
C  -4.022700  -3.072179  -2.534489  -0.1285
C  -4.192407  -4.224664  -1.564704  -0.2627
C  -4.846422  -5.334084  -2.053489  -0.0008
C  -4.984814  -6.417799  -1.178017  -0.0251
C  -4.440410  -6.218143  0.073505  -0.0582
C  -3.825548  -5.044295  0.474415  -0.1085
N  -3.696336  -4.018154  -0.358946  0.1334
C  -5.105810  -2.307540  -2.831903  0.0896
C  -4.965732  -1.268485  -3.754548  -0.0010
C  -6.209268  -0.470441  -4.090724  -0.3668
O  -6.203106  0.558847  -4.720807  0.1620
O  -7.396400  -1.028793  -3.658872  -0.0867
N  -8.044961  -0.240314  -2.682005  0.0813
C  -3.732375  -1.016539  -4.354382  -0.0556
C  -3.541729  0.073153  -5.393281  -0.0531
C  -4.081097  -0.455061  -6.771307  -0.3773
C  -3.009126  -0.407551  -7.869940  -0.0350
O  -4.517888  -1.820666  -6.658925  -0.0390
H  -0.597297  -1.771557  -1.955904  0.0664
H  -0.039662  -0.100964  -1.676107  0.0853
H  -1.760895  -0.462277  -1.831639  0.0623
H  -1.091591  0.399334  -4.010177  0.1070
H  0.411869  -0.549309  -3.983526  0.1190
H  -1.401008  -1.417969  -5.443724  0.1140
H  -2.053324  -3.388835  -2.832378  0.1906
H  -5.209183  -5.385861  -3.076307  0.1291
H  -5.478282  -7.338341  -1.466374  0.1210
H  -4.495323  -7.032764  0.795316  0.1160
H  -3.424106  -4.984974  1.483444  0.1198
H  -6.077326  -2.483782  -2.385269  0.1460
H  -7.641897  -0.461299  -1.777214  0.0902
H  -7.978476  0.748908  -2.901419  0.0958
H  -2.487236  0.325188  -5.530312  0.0960
H  -4.048850  0.986649  -5.083748  0.1244
H  -4.973885  0.132105  -7.019363  0.1406
H  -2.415837  0.511975  -7.854413  0.0880
H  -3.514017  -0.531525  -8.835952  0.0872
H  -2.371529  -1.296736  -7.765349  0.0862
H  -5.283112  -1.942076  -7.230402  0.1100
C  1.064012  4.117458  2.333070  -0.1044
O  -0.183530  3.781405  2.917557  -0.1931
C  -1.196263  4.758250  2.700181  -0.2128
C  -2.290771  4.193377  1.816533  -0.2097
N  -1.813778  4.009342  0.449051  -0.0489
C  -2.728638  3.259118  -0.401833  -0.2008
C  -2.974249  1.792228  -0.048604  -0.2162
O  -1.834806  0.961439  -0.215129  -0.2399
C  -0.968444  0.899967  0.910684  -0.0801
H  1.793714  3.369933  2.640022  0.0871
H  1.000377  4.108781  1.238997  0.0815
H  1.404659  5.096672  2.677977  0.0770
H  -0.788081  5.683657  2.284807  0.1248
H  -1.625444  4.996470  3.677457  0.1234
H  -3.142066  4.879734  1.811622  0.1249
H  -2.615440  3.242675  2.259724  0.1059
H  -0.927174  3.522517  0.474779  0.0688
H  -2.317140  3.289680  -1.414898  0.1164
H  -3.690781  3.779794  -0.436712  0.1195
H  -3.723705  1.410531  -0.751672  0.1118
H  -3.404758  1.665668  0.950657  0.1127
H  -1.506667  1.015652  1.853326  0.0945
H  -0.180732  1.653187  0.836086  0.0778
H  -0.483911  -0.078169  0.906364  0.0865
C  4.298070  5.655659  3.805538  -0.1107
O  4.249188  4.257035  4.039677  -0.2078
C  5.529915  3.636045  3.958034  -0.2148
C  5.953441  3.110622  5.315725  -0.2157
N  6.263034  4.205968  6.226546  -0.0515
C  6.457165  3.788807  7.613302  -0.1975
C  5.249090  3.216819  8.354143  -0.2265
O  4.216392  4.159102  8.585336  -0.1758
C  3.276186  4.293518  7.535273  -0.1017
H  3.275608  6.030081  3.781394  0.0745
H  4.834551  6.166447  4.610803  0.0831
H  4.772932  5.875537  2.844957  0.0909
H  6.282610  4.310204  3.540454  0.1231
H  5.429223  2.788589  3.272648  0.1176
H  6.839382  2.480226  5.196901  0.1238
H  5.134641  2.487796  5.700496  0.1054
H  5.508850  4.879602  6.197471  0.0686
H  6.793584  4.669847  8.164666  0.1193
H  7.273357  3.060893  7.653838  0.1182
H  5.594009  2.908789  9.344780  0.1213
H  4.851409  2.313267  7.876900  0.1093
H  3.134029  3.359549  6.985305  0.0880
H  3.572240  5.089976  6.846652  0.0712
H  2.321735  4.583321  7.976010  0.0878
C  4.711586  -1.858299  1.064557  -0.1113
O  4.233836  -3.184316  1.206966  -0.1920
C  2.828944  -3.265401  1.410106  -0.2166
C  2.160418  -3.935817  0.225101  -0.2106
N  2.196561  -3.074374  -0.953159  -0.0487
C  1.780157  -3.735680  -2.185738  -0.2142
C  2.659259  -4.868709  -2.715186  -0.2275
O  3.934528  -4.444416  -3.151636  -0.1729
C  4.932097  -4.389440  -2.143716  -0.0907
H  5.798647  -1.899379  1.020209  0.0909
H  4.344905  -1.401231  0.139013  0.0785
H  4.420396  -1.241785  1.919894  0.0878
H  2.389084  -2.284094  1.611645  0.1189
H  2.670436  -3.886320  2.296572  0.1232
H  1.118609  -4.157315  0.477296  0.1195
H  2.681451  -4.884142  0.043677  0.1083
H  3.139817  -2.729646  -1.077752  0.0706
H  1.740389  -2.962042  -2.958465  0.1101
H  0.756941  -4.110977  -2.059519  0.1039
H  2.163782  -5.275311  -3.601910  0.1213
H  2.744446  -5.701278  -2.007506  0.1132
H  4.776220  -5.141449  -1.366681  0.0913
H  4.977569  -3.393457  -1.695134  0.0720
H  5.895521  -4.576891  -2.617185  0.0911

Forces on atoms 1 to 2 (eV/Å):
-0.221 -1.091 -0.560
0.267 0.585 0.936

Output
total charge: +1
E: -65174.5327 eV



Record 3
The following is a DFT calculation (ωB97M-V with the def2-TZVPD basis set) of C3H5NOS in the gas phase.

Each line ends with the Löwdin charge.
Positions of all 11 atoms, in Å:
C  -0.852151  -0.282378  -0.619419  -0.2006
C  0.373732  -1.083933  -0.148827  -0.2116
C  -0.209302  0.925708  -0.162525  -0.4244
N  1.088946  0.256250  0.108269  -0.1947
O  0.800327  1.997846  2.161739  -0.5175
S  0.255457  0.756305  1.597244  0.9980
H  -0.935203  -0.513345  -1.733923  0.1414
H  -1.753787  -0.488097  -0.047716  0.1011
H  0.549800  -1.898438  0.569846  0.1090
H  0.944580  -1.453724  -1.025543  0.1083
H  -0.262399  1.783804  -0.699146  0.0908

Forces on atoms 1 to 2 (eV/Å):
-1.781 -3.372 -0.806
2.659 0.161 -1.668

Output
E: -17561.3634 eV



For reference, HOMO by record: -0.1691, -0.3592, -0.3435 Eh.
For reference, LUMO level by record: 4.43, -4.25, 0.81 eV.